A:
{"formula": "C2H2O3", "method": "wB97M-V/def2-TZVPD", "smiles": "OC#COO", "orbital_gap_ev": 9.67, "lumo_ev": 0.4294, "species": ["C", "C", "O", "O", "O", "H", "H"], "xyz": [[-0.4988, 1.0690, -0.3037], [-0.3563, -0.0167, 0.2037], [-0.4756, 2.1907, -0.9395], [0.4194, -2.1874, 0.1098], [-0.3857, -1.1734, 0.8230], [0.3611, 2.6223, -0.7047], [0.9358, -2.5045, 0.8113]], "nbo_charge": [0.2159, 0.1391, -0.6322, -0.4255, -0.2522, 0.4968, 0.4582]}

=====

B:
{"formula": "C2H2O3", "method": "wB97M-V/def2-TZVPD", "smiles": "O=CC(=O)O", "orbital_gap_ev": 9.17, "lumo_ev": -1.8244, "species": ["C", "C", "H", "H", "O", "O", "O"], "xyz": [[-0.4346, 0.0352, -0.4187], [-0.3034, 0.1440, 1.0531], [1.1832, -1.0485, 0.0890], [-0.9742, 0.7536, 1.6395], [0.8163, -0.5621, -0.9144], [-1.1752, 0.6883, -1.1564], [0.8862, -0.2237, 1.3790]], "nbo_charge": [0.6453, 0.3196, 0.5073, 0.1958, -0.6995, -0.4879, -0.4807]}

=====

C:
{"formula": "C2H2O3", "method": "wB97M-V/def2-TZVPD", "smiles": "O=CC(=O)O", "orbital_gap_ev": 9.27, "lumo_ev": -1.9746, "species": ["C", "C", "H", "H", "O", "O", "O"], "xyz": [[0.2681, 0.6553, -0.0074], [-0.5932, -0.3464, -0.4305], [0.9007, -0.8161, 0.7358], [-1.5310, 0.0260, -0.9011], [1.0764, 0.1024, 0.9222], [0.2433, 1.8447, -0.4716], [-0.3644, -1.4660, 0.1526]], "nbo_charge": [0.6217, 0.3072, 0.4910, 0.1944, -0.6265, -0.5047, -0.4831]}

=====

Most stable to least stable, the ends of the list are C and A.

=====

A:
{"formula": "C4H15N3O", "method": "wB97M-V/def2-TZVPD", "smiles": "NCCNCCN.O", "orbital_gap_ev": 9.27, "lumo_ev": 0.8350, "species": ["C", "N", "C", "C", "N", "C", "N", "H", "H", "H", "H", "H", "H", "H", "H", "H", "H", "H", "H", "H", "H", "H", "O"], "xyz": [[1.8622, -0.9995, 0.5485], [1.2787, -1.0093, -0.8214], [-0.1799, -0.9402, -1.0047], [-0.7143, 0.1326, -1.9104], [-1.3359, 1.4068, -1.3430], [1.8087, 0.2854, 1.3690], [0.5078, 0.4270, 2.0842], [2.8624, -1.3539, 0.3181], [1.6140, -1.8619, 1.1791], [1.8536, -0.3836, -1.3620], [-0.6203, -0.9155, -0.0091], [-0.4778, -1.9274, -1.3973], [0.0376, 0.3463, -2.6943], [-1.5978, -0.1521, -2.4757], [-1.0782, 1.4807, -0.3666], [-0.8929, 2.1612, -1.8556], [2.0380, 1.1455, 0.7565], [2.6338, 0.3422, 2.0894], [-0.0511, -0.3507, 1.7588], [-0.0381, 1.2030, 1.7242], [-3.0223, -0.2975, 0.4319], [-2.8635, 1.2205, 0.9390], [-2.5328, 0.3446, 0.9677]], "nbo_charge": [-0.2534, -0.6422, -0.2470, -0.2428, -0.8444, -0.2499, -0.8187, 0.2101, 0.1955, 0.3582, 0.1961, 0.1892, 0.1795, 0.1968, 0.3536, 0.3509, 0.1770, 0.1854, 0.3512, 0.3480, 0.4885, 0.4839, -0.9656]}

=====

B:
{"formula": "C4H15N3O", "method": "wB97M-V/def2-TZVPD", "smiles": "CNCCNCN.O", "orbital_gap_ev": 9.28, "lumo_ev": 0.8932, "species": ["C", "N", "C", "N", "C", "N", "C", "H", "H", "H", "H", "H", "H", "H", "H", "H", "H", "H", "H", "H", "H", "H", "O"], "xyz": [[-1.3010, 0.0924, -0.8938], [-1.6879, -1.0744, -0.0554], [-1.5021, -1.0407, 1.4238], [-0.1543, -1.5115, 1.7788], [0.1275, -0.0450, -1.4538], [1.1169, 0.3796, -0.4873], [2.3438, 0.7612, -1.2012], [-1.5174, 0.9082, -0.2653], [-2.1309, 0.1833, -1.6412], [-1.3204, -1.8733, -0.5226], [-1.7220, -0.0225, 1.7062], [-2.2407, -1.7183, 1.8589], [0.3666, -0.8671, 2.3793], [-0.2317, -2.3006, 2.3825], [0.2143, -1.0121, -1.9289], [0.1796, 0.7491, -2.3014], [1.1042, -0.3657, 0.1828], [2.9934, -0.0318, -1.7158], [2.0541, 1.4030, -2.0418], [3.0821, 1.2813, -0.5297], [0.0823, 2.2510, 1.9008], [0.3522, 1.5893, 0.4400], [-0.2087, 2.2645, 0.9852]], "nbo_charge": [-0.2529, -0.6469, -0.0643, -0.8754, -0.2330, -0.6666, -0.4148, 0.2300, 0.1962, 0.3466, 0.1992, 0.1757, 0.3574, 0.3604, 0.1797, 0.1862, 0.4015, 0.1776, 0.2030, 0.2049, 0.4581, 0.4905, -1.0129]}

=====

C:
{"formula": "C4H15N3O", "method": "wB97M-V/def2-TZVPD", "smiles": "NCCN.NCCO", "orbital_gap_ev": 9.95, "lumo_ev": 0.8043, "species": ["N", "C", "C", "N", "H", "H", "H", "H", "H", "H", "H", "H", "H", "C", "O", "C", "N", "H", "H", "H", "H", "H", "H"], "xyz": [[0.6206, -1.4671, 0.8899], [-0.7805, -1.0736, 0.6047], [-1.8330, -1.9197, 1.3041], [-3.2123, -1.6609, 0.7984], [0.7489, -1.4218, 1.8979], [0.7271, -2.4551, 0.6618], [1.2264, -0.5691, -0.4041], [-0.8886, 0.0247, 0.8306], [-0.8466, -1.1608, -0.5125], [-1.5986, -3.0095, 1.1443], [-1.6283, -1.8377, 2.4535], [-3.8172, -2.2528, 1.3939], [-3.4937, -0.6903, 1.0201], [2.0853, 0.9736, -1.3368], [1.5640, -0.3630, -1.3156], [0.9122, 1.9787, -1.1611], [1.4033, 3.3346, -1.4366], [2.7946, 1.1652, -0.5095], [2.5783, 1.1781, -2.3096], [0.1166, 1.6986, -1.8673], [0.4819, 1.9206, -0.1482], [0.6822, 4.0525, -1.2354], [2.1572, 3.5548, -0.7624]], "nbo_charge": [-0.8309, -0.2463, -0.2326, -0.8184, 0.3603, 0.3667, 0.4894, 0.1882, 0.2174, 0.1851, 0.1514, 0.3575, 0.3525, -0.0643, -0.7694, -0.2365, -0.8388, 0.1443, 0.1858, 0.1921, 0.1480, 0.3544, 0.3443]}

=====

Most stable to least stable, the ends of the list are C and A.